# 1
A cluster of 7 separate species, C48H41Cl12F4N3O4S in total, computed with ωB97M-V/def2-TZVPD.

CARTESIAN COORDINATES (ANGSTROEM)
C: -1.1141 -3.9040 0.5869
C: -0.2050 -3.6559 -0.5776
O: 0.4184 -4.5506 -1.1331
N: -0.0003 -2.2863 -0.9939
C: 1.3084 -2.1769 -1.6519
C: -1.1715 -1.6919 -1.6639
S: -0.8869 -1.1126 -3.4096
N: -2.2412 -2.6615 -1.8979
C: -3.3835 -1.8991 -2.2093
O: -4.1439 -2.0975 -3.1393
C: -3.4202 -0.8179 -1.1591
C: -4.3833 0.3423 -1.3874
C: -5.8454 -0.1153 -1.4638
C: -6.2462 -1.0435 -0.3474
O: -6.6855 -2.1604 -0.5095
O: -5.9971 -0.5746 0.9172
C: -1.9096 -0.6063 -0.7660
N: -1.7735 -1.0001 0.6224
C: -1.4210 0.8671 -0.9173
F: -1.9884 1.6032 0.1014
F: -1.8360 1.4579 -2.0894
C: 0.1050 1.1183 -0.8643
F: 0.3347 2.4447 -0.6246
F: 0.6946 0.4135 0.1452
H: -2.1129 -3.5363 0.3419
H: -0.7589 -3.3236 1.4393
H: -1.1407 -4.9688 0.7979
H: 1.5580 -1.1291 -1.8089
H: 1.4071 -2.7473 -2.5754
H: 2.0588 -2.5669 -0.9604
H: 0.1415 -0.2696 -3.3060
H: -2.0181 -3.3598 -2.6021
H: -3.7696 -1.3907 -0.2886
H: -4.2570 1.0676 -0.5832
H: -4.1360 0.8623 -2.3143
H: -6.4786 0.7798 -1.3945
H: -6.0729 -0.5911 -2.4149
H: -6.3200 0.3272 1.0234
H: -0.8059 -1.0600 0.9061
H: -2.2976 -0.3927 1.2348
H: 0.5848 0.8636 -1.8068
Cl: 3.4250 -5.1254 -3.0452
C: 4.7279 -4.4009 -2.1757
C: 5.1400 -3.1013 -2.4365
Cl: 4.3742 -2.1360 -3.6520
C: 6.1635 -2.5320 -1.6945
C: 6.7836 -3.2612 -0.6959
C: 6.3829 -4.5658 -0.4401
C: 5.3573 -5.1327 -1.1776
H: 6.4625 -1.5105 -1.8865
H: 7.5795 -2.8081 -0.1194
H: 6.8630 -5.1412 0.3396
H: 5.0299 -6.1430 -0.9774
Cl: 7.8118 0.4409 -0.8926
C: 7.5355 0.7774 0.7821
C: 6.2436 0.8718 1.2841
Cl: 4.8677 0.6444 0.2605
C: 6.0435 1.1510 2.6280
C: 7.1296 1.3311 3.4673
C: 8.4203 1.2311 2.9657
C: 8.6228 0.9550 1.6242
H: 5.0349 1.2264 3.0100
H: 6.9667 1.5498 4.5135
H: 9.2712 1.3694 3.6182
H: 9.6235 0.8778 1.2231
Cl: -5.5763 -4.4806 -9.4318
C: -6.1660 -4.1050 -7.8490
C: -5.3000 -3.7521 -6.8225
Cl: -3.5914 -3.6648 -7.0831
C: -5.7982 -3.4599 -5.5611
C: -7.1619 -3.5199 -5.3277
C: -8.0298 -3.8700 -6.3534
C: -7.5317 -4.1621 -7.6118
H: -5.1180 -3.1849 -4.7673
H: -7.5435 -3.2937 -4.3410
H: -9.0955 -3.9170 -6.1753
H: -8.1984 -4.4366 -8.4170
Cl: 4.5587 2.9976 4.1721
C: 3.3916 4.0353 3.4262
C: 2.8401 5.1087 4.1140
Cl: 3.3060 5.4642 5.7433
C: 1.9065 5.9250 3.4933
C: 1.5248 5.6720 2.1863
C: 2.0751 4.6000 1.4992
C: 3.0069 3.7835 2.1187
H: 1.4853 6.7584 4.0362
H: 0.7993 6.3137 1.7058
H: 1.7836 4.3955 0.4786
H: 3.4417 2.9472 1.5887
Cl: -4.1470 -3.0516 2.2320
C: -5.5840 -3.9015 2.6862
C: -5.8454 -4.2064 4.0155
Cl: -4.7502 -3.7434 5.2725
C: -7.0019 -4.8937 4.3532
C: -7.8961 -5.2717 3.3663
C: -7.6364 -4.9614 2.0383
C: -6.4817 -4.2777 1.6985
H: -7.1955 -5.1288 5.3902
H: -8.7959 -5.8074 3.6358
H: -8.3336 -5.2487 1.2635
H: -6.2786 -4.0256 0.6679
Cl: 2.1618 9.2609 2.5196
C: 3.7448 9.7388 3.0264
C: 4.2757 10.9694 2.6651
Cl: 3.3754 12.0846 1.6987
C: 5.5514 11.3193 3.0835
C: 6.2919 10.4450 3.8605
C: 5.7587 9.2158 4.2237
C: 4.4870 8.8634 3.8065
H: 5.9580 12.2787 2.7969
H: 7.2857 10.7248 4.1820
H: 6.3312 8.5294 4.8322
H: 4.0643 7.9077 4.0848

## Properties
**Energy**: -235077.435 eV
**2S+1**: 1
**SMILES string**: CC(=O)N(C)[C@@]1(S)NC(=O)[C@H](CCC(=O)O)[C@]1(N)C(F)(F)C(F)F.Clc1ccccc1Cl.Clc1ccccc1Cl.Clc1ccccc1Cl.Clc1ccccc1Cl.Clc1ccccc1Cl.Clc1ccccc1Cl

Mulliken population analysis, charges in e, atoms 1 to 5: -0.741 0.480 -0.587 0.875 -1.208

---

# 2
A structure of composition C48H41F9GeN4O8Ti, computed with ωB97M-V/def2-TZVPD.

CARTESIAN COORDINATES (ANGSTROEM)
Ti: 0.0131 1.0071 -1.6515
C: -2.9422 3.5602 -0.8217
C: -1.6988 3.9245 -1.5422
N: -0.6770 3.1315 -1.8083
C: 0.2191 3.8752 -2.5293
C: -0.2572 5.1379 -2.7098
N: -1.4675 5.1478 -2.0655
C: 0.2429 6.3423 -3.4030
O: 1.3700 6.2077 -4.0708
O: -0.3935 7.3732 -3.3624
C: 1.4234 3.1873 -3.0424
O: 2.2822 3.8005 -3.6813
O: 1.4280 1.9337 -2.7739
H: -2.7432 3.4317 0.2415
H: -3.3144 2.6118 -1.2100
H: -3.7058 4.3240 -0.9637
H: -2.0644 5.9591 -2.0250
H: 1.7183 5.2637 -4.0310
O: 0.0399 -1.9237 0.5693
C: -0.4346 -2.2309 -0.7360
C: 0.6848 -2.1667 -1.7391
C: 1.3215 -3.3223 -2.1568
C: 2.4072 -3.2385 -3.0110
C: 2.8292 -1.9878 -3.4168
C: 2.1481 -0.8747 -2.9593
N: 1.0845 -0.9515 -2.1475
H: 0.1208 -0.9600 0.6395
H: -1.2408 -1.5607 -1.0342
H: -0.8350 -3.2438 -0.6961
H: 0.9674 -4.2774 -1.7924
H: 2.9252 -4.1317 -3.3366
H: 3.6856 -1.8579 -4.0630
H: 2.4492 0.1203 -3.2518
C: -1.7089 -4.0103 6.1760
C: -2.4306 -2.7112 5.9332
C: -3.0823 -2.0782 6.9853
C: -3.7309 -0.8680 6.7945
C: -3.7571 -0.3002 5.5343
C: -3.1138 -0.9228 4.4672
N: -3.1417 -0.2826 3.2104
C: -3.5704 -0.8641 2.0377
C: -4.4230 -1.9745 2.0537
C: -4.8738 -2.5334 0.8720
C: -4.4934 -2.0118 -0.3592
C: -3.6195 -0.9387 -0.3871
C: -3.1496 -0.3638 0.7889
C: -2.1570 0.7484 0.7127
O: -2.1573 1.6679 1.5273
O: -1.3020 0.6414 -0.2543
C: -2.4176 -2.1250 4.6598
C: -1.6366 -2.7598 3.5434
H: -1.9066 -4.3784 7.1823
H: -0.6284 -3.8904 6.0668
H: -2.0174 -4.7768 5.4627
H: -3.0726 -2.5379 7.9669
H: -4.2282 -0.3783 7.6222
H: -4.2823 0.6285 5.3500
H: -2.7499 0.6451 3.1158
H: -4.7373 -2.3809 3.0071
H: -5.5432 -3.3844 0.9144
H: -4.8577 -2.4443 -1.2816
H: -3.2800 -0.5308 -1.3323
H: -2.1953 -3.5737 3.0716
H: -0.6979 -3.1721 3.9137
H: -1.3910 -2.0461 2.7611
C: 2.1813 3.4127 0.5401
Ge: 1.9387 1.4566 0.2354
C: 1.9496 0.7649 2.1118
C: 3.1322 0.4486 2.7853
C: 3.1151 -0.0554 4.0789
C: 1.9071 -0.2502 4.7375
C: 0.7211 0.0765 4.0970
C: 0.7495 0.5779 2.7995
C: 3.7378 0.9188 -0.4624
C: 4.5066 1.8777 -1.0771
C: 5.7428 1.5765 -1.6921
C: 6.2295 0.3030 -1.6735
C: 5.4855 -0.7324 -1.0560
C: 5.9592 -2.0685 -1.0454
C: 5.2166 -3.0732 -0.4947
C: 3.9538 -2.7855 0.0656
C: 3.4795 -1.5050 0.0783
C: 4.2289 -0.4287 -0.4679
H: 3.0795 3.6079 1.1304
H: 1.3146 3.7836 1.0913
H: 2.2491 3.9746 -0.3942
H: 4.0853 0.5860 2.2849
H: 4.0474 -0.2997 4.5755
H: 1.8926 -0.6476 5.7459
H: -0.2282 -0.0598 4.6042
H: -0.1815 0.8569 2.3229
H: 4.1618 2.9051 -1.1074
H: 6.3043 2.3690 -2.1728
H: 7.1825 0.0626 -2.1326
H: 6.9255 -2.2787 -1.4922
H: 5.5895 -4.0906 -0.4945
H: 3.3513 -3.5829 0.4836
H: 2.5072 -1.3066 0.5065
F: -2.7066 -1.7713 -3.5758
C: -2.0891 -1.1796 -4.6037
F: -2.8558 -1.3648 -5.6898
F: -0.9405 -1.8399 -4.8055
C: -1.8133 0.3290 -4.2827
O: -1.3893 0.4532 -3.0253
C: -0.7705 0.8705 -5.3080
F: 0.4467 0.4037 -5.0381
F: -1.0628 0.5285 -6.5740
F: -0.7090 2.2090 -5.2541
C: -3.1465 1.1266 -4.4499
F: -3.5427 1.2714 -5.7224
F: -4.1386 0.5118 -3.7883
F: -3.0303 2.3529 -3.9286

## Properties
**Energy**: -176882.514 eV
**Total charge**: -1
**Expectation value of S²**: 0.754
**2S+1**: 2
**Energy relative to the best compared isomer or geometry (same formula, charge and spin)**: 0.87 kcal/mol

Mulliken population analysis, charges in e, atoms 1 to 5: 0.548 -1.139 -0.247 0.984 -1.208

---

# 3
A structure of composition C48H41GeN3O3P2PbS4Se, computed with ωB97M-V/def2-TZVPD.

CARTESIAN COORDINATES (ANGSTROEM)
Pb: -1.1531 1.5704 0.4159
S: -4.1798 0.9766 -1.1363
P: -3.0397 -0.6332 -0.9910
C: -1.5898 -0.5131 -0.0584
P: -1.2393 -1.5564 1.2666
S: -1.8230 -1.0666 3.0778
C: -1.8328 -3.2317 0.7750
C: -2.6269 -3.9747 1.6357
C: -2.9669 -5.2861 1.3199
C: -2.5076 -5.8632 0.1462
C: -1.7150 -5.1205 -0.7241
C: -1.3808 -3.8131 -0.4103
C: 0.5585 -1.9658 1.2150
C: 1.1417 -2.7085 2.2412
C: 2.4039 -3.2566 2.0801
C: 3.1165 -3.0460 0.9068
C: 2.5550 -2.2878 -0.1055
C: 1.2787 -1.7588 0.0446
C: -2.5825 -1.1351 -2.7006
C: -3.5698 -1.3339 -3.6679
C: -3.2253 -1.6378 -4.9740
C: -1.8853 -1.7311 -5.3395
C: -0.8992 -1.5140 -4.3918
C: -1.2484 -1.2175 -3.0768
C: -4.0925 -1.9989 -0.3890
C: -4.1998 -3.2328 -1.0222
C: -5.0686 -4.1997 -0.5301
C: -5.8263 -3.9403 0.6029
C: -5.7118 -2.7130 1.2467
C: -4.8538 -1.7432 0.7518
H: -2.9699 -3.5111 2.5543
H: -3.5946 -5.8552 1.9961
H: -2.7674 -6.8876 -0.0951
H: -1.3563 -5.5618 -1.6471
H: -0.7608 -3.2373 -1.0876
H: 0.5970 -2.8559 3.1660
H: 2.8473 -3.8278 2.8866
H: 4.1135 -3.4557 0.7936
H: 3.1048 -2.1164 -1.0261
H: 0.8341 -1.1706 -0.7454
H: -4.6118 -1.2249 -3.3897
H: -4.0014 -1.7839 -5.7165
H: -1.6162 -1.9584 -6.3652
H: 0.1474 -1.5655 -4.6707
H: -0.4902 -1.0307 -2.3270
H: -3.5994 -3.4476 -1.8979
H: -5.1390 -5.1610 -1.0263
H: -6.5002 -4.6971 0.9886
H: -6.2903 -2.5003 2.1374
H: -4.7836 -0.7841 1.2502
N: 3.5992 1.2231 0.4435
C: 2.2984 1.5430 0.3162
O: 1.5870 1.0762 -0.5752
C: 1.7704 2.5593 1.2899
C: 0.4128 2.2067 1.8711
H: 3.9150 0.4239 -0.0794
H: 4.0639 1.4089 1.3223
H: 1.6959 3.4966 0.7275
H: 2.5034 2.7025 2.0860
H: -0.0478 3.0823 2.3262
H: 0.4872 1.4173 2.6159
O: 8.0223 0.7635 2.8408
S: 6.9315 1.5903 3.3017
O: 7.1157 3.0160 3.1850
N: 5.5173 1.1132 2.6738
C: 4.7064 0.5733 3.5820
S: 3.2052 -0.0706 3.2622
C: 5.2871 0.6038 4.9750
C: 4.7129 0.1789 6.1613
C: 5.4371 0.3372 7.3360
C: 6.7097 0.9090 7.3246
C: 7.2836 1.3350 6.1335
C: 6.5454 1.1662 4.9775
H: 3.7213 -0.2561 6.1429
H: 5.0062 0.0176 8.2779
H: 7.2527 1.0263 8.2552
H: 8.2692 1.7834 6.1087
Ge: -1.2480 3.3424 -1.6063
C: 0.4805 4.2644 -1.8641
C: 0.6079 5.5682 -1.3794
C: 1.8096 6.2624 -1.4680
C: 2.9139 5.6627 -2.0541
C: 2.8060 4.3698 -2.5511
C: 1.6051 3.6797 -2.4533
C: -1.9314 2.8750 -3.3857
C: -3.2825 3.0688 -3.6779
C: -3.7907 2.7837 -4.9369
C: -2.9554 2.2887 -5.9309
C: -1.6118 2.0857 -5.6562
C: -1.1075 2.3804 -4.3941
H: -2.1547 4.5139 -1.1494
H: -0.2469 6.0490 -0.9144
H: 1.8844 7.2668 -1.0677
H: 3.8573 6.1923 -2.1121
H: 3.6690 3.8863 -2.9938
H: 1.5650 2.6548 -2.7955
H: -3.9492 3.4337 -2.9075
H: -4.8460 2.9333 -5.1368
H: -3.3541 2.0513 -6.9108
H: -0.9528 1.6872 -6.4192
H: -0.0551 2.2050 -4.2004
Se: -3.0232 2.9372 2.0175
C: -4.3950 1.7770 2.3954
N: -5.3020 1.1189 2.6835

## Properties
**Energy**: -250087.005 eV
**Total charge**: -2
**2S+1**: 1
**Energy relative to the best compared isomer or geometry (same formula, charge and spin)**: 0.00 kcal/mol

Mulliken population analysis, charges in e, atoms 1 to 5: 0.948 -0.411 1.794 -1.132 1.821

---

# 4
A structure of composition C48H41O4P2Pt, computed with ωB97M-V/def2-TZVPD.

CARTESIAN COORDINATES (ANGSTROEM)
Pt: 0.3453 0.0957 -0.3777
C: -5.5434 1.0835 1.6163
C: -4.2895 1.9304 1.9131
C: -4.6663 3.1172 2.8070
C: -3.7216 2.4145 0.5848
C: -4.2720 3.4932 -0.1075
C: -3.8260 3.8769 -1.3622
C: -2.7976 3.1816 -1.9708
C: -2.2086 2.1067 -1.3039
P: -0.9619 1.1201 -2.1224
C: -1.6425 -0.1700 -3.1452
C: -2.0576 -1.3630 -2.5463
C: -2.6641 -2.3396 -3.3170
C: -2.8634 -2.1247 -4.6751
C: -2.4601 -0.9355 -5.2701
C: -1.8497 0.0476 -4.5110
C: 0.2191 2.1297 -2.9663
C: 0.9671 1.5874 -4.0244
C: 1.9214 2.3630 -4.6529
C: 2.1506 3.6672 -4.2236
C: 1.4351 4.1990 -3.1527
C: 0.4774 3.4358 -2.5152
C: -2.6868 1.7432 -0.0429
O: -2.0817 0.6424 0.5377
C: -2.2487 0.4256 1.8919
C: -1.3412 -0.4560 2.4858
C: -1.4663 -0.7487 3.8455
C: -2.4789 -0.1582 4.5781
C: -3.3559 0.7199 3.9594
C: -3.2678 1.0363 2.6040
P: -0.0680 -1.2463 1.5169
C: -0.6180 -2.8072 0.8432
C: -1.8091 -3.3828 1.2914
C: -2.2383 -4.5800 0.7392
C: -1.4911 -5.1953 -0.2574
C: -0.3141 -4.6141 -0.7176
C: 0.1226 -3.4185 -0.1758
C: 1.4165 -1.3874 2.5081
C: 1.7671 -0.3193 3.3446
C: 2.9168 -0.3972 4.1105
C: 3.7305 -1.5241 4.0317
C: 3.3914 -2.5773 3.1924
C: 2.2331 -2.5168 2.4304
H: -6.2959 1.6879 1.1089
H: -5.9759 0.7110 2.5457
H: -5.3056 0.2285 0.9809
H: -5.4277 3.7338 2.3342
H: -3.8019 3.7420 3.0329
H: -5.1038 2.7772 3.7434
H: -5.0879 4.0441 0.3389
H: -4.2902 4.7119 -1.8678
H: -2.4548 3.4655 -2.9578
H: -1.9218 -1.5249 -1.4819
H: -2.9889 -3.2648 -2.8607
H: -3.3439 -2.8863 -5.2744
H: -2.6282 -0.7743 -6.3261
H: -1.5448 0.9767 -4.9765
H: 0.7869 0.5730 -4.3575
H: 2.4817 1.9599 -5.4852
H: 2.8902 4.2747 -4.7282
H: 1.6187 5.2146 -2.8296
H: -0.0826 3.8504 -1.6867
H: -0.7752 -1.4340 4.3203
H: -2.5913 -0.3821 5.6296
H: -4.1425 1.1641 4.5531
H: -2.3928 -2.9092 2.0705
H: -3.1525 -5.0364 1.0935
H: -1.8280 -6.1331 -0.6789
H: 0.2582 -5.0945 -1.4997
H: 1.0314 -2.9576 -0.5503
H: 1.1180 0.5455 3.4278
H: 3.1670 0.4047 4.7933
H: 4.6175 -1.5909 4.6483
H: 4.0092 -3.4650 3.1591
H: 1.9493 -3.3593 1.8129
C: 6.4234 -3.2382 -1.6000
O: 6.5238 -2.2750 -0.5312
C: 5.5237 -1.4569 -0.3087
C: 5.7656 -0.5271 0.7600
C: 4.8229 0.4417 1.0862
C: 3.6027 0.5080 0.4446
C: 2.7139 1.6530 0.7618
C: 3.2770 2.8379 1.4785
O: 1.5111 1.7071 0.4649
C: 3.3168 -0.5013 -0.5992
O: 2.2090 -0.5715 -1.2130
C: 4.3281 -1.4206 -0.9799
H: 7.3544 -3.7919 -1.5757
H: 6.3164 -2.7191 -2.5521
H: 5.5822 -3.9067 -1.4176
H: 6.7179 -0.5838 1.2712
H: 5.0817 1.1551 1.8548
H: 3.5071 2.5598 2.5109
H: 2.5368 3.6324 1.4900
H: 4.1988 3.1876 1.0144
H: 4.0911 -2.0982 -1.7866

## Properties
**Energy**: -80429.989 eV
**Total charge**: +3
**Expectation value of S²**: 6.050
**2S+1**: 5
**Energy relative to the best compared isomer or geometry (same formula, charge and spin)**: 0.43 kcal/mol

Mulliken population analysis, charges in e, atoms 1 to 5: 3.463 -1.634 1.630 -2.101 0.927